1.
Entry from the Open Molecules 2025 dataset: a 9-piece molecular cluster, C7H28O9 overall in a non-equilibrium geometry (ωB97M-V/def2-TZVPD).

```
44
Properties=species:S:1:pos:R:3:forces:R:3:mulliken_charge:R:1
O 0.849 3.605 -1.681 0.0 -1.1 -2.7 -0.625
O 1.967 -1.105 0.183 0.1 -0.1 0.5 -0.478
O 2.194 -3.166 -1.499 -2.5 -1.1 -1.0 -0.621
C -0.058 0.140 4.201 0.0 -1.4 -1.3 -0.782
O -4.535 -0.526 -1.843 -1.7 1.8 0.4 -0.685
H 1.531 0.221 -1.436 0.0 -0.4 0.2 0.189
H -2.428 1.125 -3.978 0.2 0.0 -0.5 0.318
H -0.860 -0.219 -0.126 -0.1 -0.5 -1.0 0.157
C -0.158 -0.297 0.680 0.2 2.9 0.5 0.066
O 0.941 0.776 -1.948 0.4 0.7 -0.2 -0.521
O -1.855 -2.367 -2.648 1.6 -0.2 -1.6 -0.701
H 3.082 -3.373 -1.538 2.9 -0.9 -0.4 0.283
H -3.766 -0.066 -2.148 0.6 0.1 -0.2 0.058
H 2.051 3.284 2.639 0.0 -0.4 0.2 0.291
H -1.019 -2.322 -3.248 -2.4 0.0 1.5 0.292
H 0.848 -2.024 1.662 -0.1 0.2 1.2 0.336
C 0.541 1.898 2.616 -0.9 -0.5 -0.4 -0.629
H 2.178 -2.380 -0.990 -0.3 1.7 1.1 0.383
O -2.778 2.143 -1.207 2.8 -2.0 0.9 0.258
H -1.800 0.700 1.564 -0.1 0.5 0.0 0.563
H -2.606 -2.094 -3.217 0.9 0.1 0.3 0.261
H -0.483 -0.846 4.473 0.0 0.8 -0.2 0.297
H 0.909 2.605 -1.766 -0.2 1.1 0.6 0.256
C 0.657 -1.518 0.745 1.6 -1.7 -2.8 -0.858
O -1.993 0.496 -3.387 -1.1 0.6 1.3 -0.439
H 0.740 3.784 -2.674 0.1 0.1 2.2 0.324
H 2.576 -0.872 0.914 -0.7 -0.3 -0.4 0.262
H 0.314 0.224 -2.410 -0.5 -0.3 -0.2 0.187
H -4.364 -1.432 -1.874 0.7 -2.2 -0.1 0.289
O 4.028 -2.207 1.281 1.8 4.2 0.9 -0.573
H 0.369 -2.389 0.048 -0.1 1.5 0.8 0.460
C -0.991 0.056 1.901 -1.1 -1.8 0.0 -1.528
H -1.952 2.016 -0.550 -2.6 1.0 -1.7 -0.083
H 0.747 0.494 4.785 0.4 0.6 1.1 0.284
H -3.312 2.906 -1.013 -0.2 0.9 0.7 0.065
C -0.167 0.650 2.961 0.2 -0.2 1.7 0.798
H -2.410 0.861 -2.536 1.3 -0.3 -0.9 0.081
H 0.605 0.571 0.494 -1.6 -1.5 0.4 0.169
H 2.431 1.861 3.718 -0.3 -0.6 -0.1 0.311
H 4.045 -2.053 0.353 0.1 0.5 -1.2 0.267
H -1.529 -0.889 2.230 0.6 1.0 0.0 0.173
H 3.809 -3.066 1.324 -1.3 -4.9 0.6 0.302
H -0.082 2.498 1.931 0.7 0.1 0.1 0.351
C 1.736 2.299 3.012 0.3 1.7 -0.3 -0.805
```
Forces are in eV/Å.

Calculated values
frontier orbital gap (alpha / beta)	0.0687 / 0.3216	Eh
HOMO level (alpha / beta)	0.459 / -6.504	eV
total charge	-1
spin multiplicity	2

2.
Entry from the Open Molecules 2025 dataset: a 9-piece molecular cluster, C7H28O9 overall in a non-equilibrium geometry (ωB97M-V/def2-TZVPD).

```
44
Properties=species:S:1:pos:R:3:forces:R:3:mulliken_charge:R:1
H -2.077 -3.423 -0.110 0.1 -0.6 0.1 0.273
H -1.677 -0.787 2.165 -0.1 0.0 0.0 0.499
O 3.420 0.876 0.835 -0.1 -0.5 -0.7 -0.815
H -0.126 -0.841 3.664 0.0 -0.2 0.4 0.257
C 0.101 0.059 -0.269 0.0 -1.0 0.4 3.456
H -0.065 -2.723 1.532 -0.2 0.0 0.0 0.275
H -2.401 -0.318 -1.373 0.0 -0.1 0.2 0.291
H -2.338 0.827 -2.696 0.9 -0.4 0.6 0.419
O -0.129 1.983 2.559 1.9 -0.1 0.6 -0.872
H 2.428 2.258 0.849 -0.4 0.7 0.1 0.421
H 2.157 3.725 1.317 0.2 0.4 0.2 0.288
O -2.573 -0.738 1.771 -0.4 1.1 1.3 -0.803
O 0.230 -3.883 -0.107 0.2 0.5 0.6 -0.562
H -0.619 -0.493 0.347 -0.1 0.2 -0.4 -1.223
H 2.481 -2.524 -0.144 -1.0 0.5 0.4 0.364
C -0.216 2.077 -1.631 -0.1 0.3 0.1 -0.826
O 1.022 -0.225 -3.738 -0.2 1.3 -2.0 -0.640
O -2.412 1.887 1.172 -0.6 -2.4 -0.5 -0.861
O -1.988 -2.478 -0.187 -0.9 0.4 0.2 -0.671
H 0.636 -1.624 -1.705 0.5 1.1 1.4 0.218
H -2.548 -1.316 1.030 0.0 -1.0 -1.2 0.420
H 0.861 0.611 -3.255 0.0 -0.5 -0.1 0.337
H 0.567 2.578 -1.078 0.1 -0.1 0.1 0.273
O -0.079 -0.651 2.727 0.3 -0.8 0.2 -0.546
H -2.600 0.862 1.386 0.3 2.2 -0.4 0.497
H 0.593 0.685 0.486 0.1 0.1 -0.6 -0.563
H -1.627 -2.337 -1.054 0.3 0.1 -0.7 0.255
H 1.961 -0.466 -1.341 -1.2 -0.6 0.6 0.217
C 1.071 -0.989 -0.840 0.9 0.0 -1.9 -0.643
H 0.003 0.320 2.704 0.0 1.1 -0.2 0.347
H -0.708 2.716 -2.360 -0.1 -0.4 -0.1 0.297
H 2.772 0.221 1.160 0.5 0.3 -0.3 0.302
H 3.569 0.667 -0.117 -0.2 0.0 1.0 0.370
C -1.700 0.145 -2.065 -1.3 0.4 -0.9 -1.320
H 0.550 2.365 1.944 -0.6 -0.1 0.5 0.297
H -1.323 -0.619 -2.748 0.1 -0.1 0.1 0.314
H -0.972 2.087 2.130 -1.3 0.2 -0.8 0.532
C -0.600 0.831 -1.339 0.3 0.9 -0.1 -0.625
C 0.470 -2.919 0.598 1.0 -1.0 -0.7 0.012
H -2.222 1.850 0.211 -0.1 0.3 0.8 0.304
C 1.587 -1.946 0.229 0.2 -0.4 0.3 -0.408
H 1.831 -1.383 1.147 0.1 -0.3 -0.3 0.220
O 1.741 2.982 0.888 0.4 -0.7 -0.3 -0.695
H 0.949 0.075 -4.698 0.2 -0.8 1.8 0.317
```
Forces are in eV/Å.

Calculated values
frontier orbital gap	0.3685	Eh
HOMO level	-9.772	eV
total charge	0
structure (SMILES)	C=C(C)CCCC=O.O.O.O.O.O.O.O.O

3.
Entry from the Open Molecules 2025 dataset: an isolated ion of composition C7H2ClN4O4 and charge -1 in a non-equilibrium geometry (ωB97M-V/def2-TZVPD).

```
18
Properties=species:S:1:pos:R:3:forces:R:3:mulliken_charge:R:1
C -1.023 -2.728 -0.560 -0.2 -2.3 -0.6 0.009
N -2.669 -0.643 0.251 1.1 2.1 0.5 -0.537
C -0.415 -1.468 -0.214 0.0 0.2 0.3 0.546
N -1.517 -3.745 -0.862 1.0 2.2 0.7 -0.535
O 3.411 -0.530 0.262 -1.0 1.3 0.4 -0.607
C 0.879 -1.097 -0.444 -0.7 0.0 0.2 -0.877
O -3.148 0.659 0.496 0.4 -0.6 0.8 -0.206
C 0.364 1.258 0.260 2.0 -0.2 0.3 -1.153
C -0.887 0.821 0.562 -3.8 0.2 -0.4 0.398
N 2.664 0.455 0.280 1.4 1.1 -1.1 0.982
H 1.615 -1.851 -0.700 0.0 0.3 -0.3 0.451
Cl 1.545 0.904 -2.338 0.6 -0.1 -0.3 -0.384
O -2.294 2.733 1.034 -0.4 0.4 0.1 -0.762
N -2.076 1.565 0.762 2.3 -3.0 -0.9 0.705
H 0.644 2.265 0.540 0.3 -0.2 -0.3 0.395
C -1.335 -0.501 0.317 -1.6 0.3 -1.2 0.546
O 2.958 1.573 0.722 -0.1 -2.0 -0.4 -0.583
C 1.284 0.330 -0.370 -1.4 0.1 2.3 0.613
```
Forces are in eV/Å.

Calculated values
frontier orbital gap	0.2167	Eh
HOMO level	-3.913	eV
total charge	-1
structure (SMILES)	N#CC1=C[C@](Cl)([N+](=O)[O-])C=C2C1=NON2[O-]

4.
Entry from the Open Molecules 2025 dataset: a 11-piece molecular cluster, C7H30O10 overall in a non-equilibrium geometry (ωB97M-V/def2-TZVPD).

```
47
Properties=species:S:1:pos:R:3:forces:R:3:mulliken_charge:R:1
C 0.281 -3.502 0.123 -0.2 3.3 1.0 -0.968
C -3.003 0.678 -2.952 0.2 -0.2 -0.4 -1.008
C -0.729 -0.914 -1.341 -2.3 -0.1 1.5 -0.144
O 2.239 -1.743 -1.915 1.9 0.9 1.5 -0.628
H 0.895 -2.572 0.465 -0.7 -2.2 -0.7 -0.001
H -0.543 -0.888 2.714 2.2 0.8 -1.7 0.321
O 1.554 1.767 0.123 0.8 -1.9 -3.1 -0.582
H 2.651 -3.440 2.026 -1.1 -0.9 1.8 0.294
O 3.081 -3.142 1.267 0.2 -4.0 -2.7 -0.581
O -2.075 2.587 3.283 -1.3 1.4 -1.3 -0.612
H 0.567 2.914 1.113 -3.1 0.6 -0.1 0.467
O 4.377 -0.098 0.909 1.0 -1.0 -1.2 -0.648
H 0.677 -4.480 0.302 -0.1 -0.4 -0.2 0.377
H 0.207 0.408 2.677 0.4 0.7 0.1 0.236
H -4.474 -2.016 -0.501 -3.6 -0.4 1.6 0.258
H -0.894 3.141 -1.347 0.7 0.3 -0.1 0.346
H -0.046 4.285 -0.811 0.1 -1.3 -1.3 0.325
H 5.021 -0.603 0.309 -1.6 1.4 1.1 0.329
H -0.276 1.833 0.867 -0.8 -0.8 -0.3 0.054
C -1.237 0.508 -1.375 1.9 0.8 2.5 0.483
O -0.476 2.755 0.986 2.6 1.0 1.4 -0.604
H -1.834 -1.330 0.438 -0.2 0.4 -0.5 0.235
H 2.661 4.077 1.173 0.1 0.3 -0.5 0.314
O -0.042 3.589 -1.533 -0.6 1.2 0.9 -0.630
O 0.251 -0.433 2.225 -2.5 -1.4 1.5 -0.562
H -0.166 -1.136 -2.216 0.4 -1.0 -0.2 0.420
H 3.265 -2.291 1.431 1.3 5.2 0.9 0.285
H -3.370 0.208 -0.792 1.1 0.7 -2.2 0.251
H 3.016 3.007 2.155 0.0 -0.2 0.1 0.317
C -1.293 -1.732 -0.414 2.3 1.8 -0.6 -0.076
H -2.378 0.866 -3.843 0.2 0.1 1.1 0.264
H 1.390 1.906 -0.900 0.2 -0.3 3.0 0.332
H 2.759 -2.051 -1.129 -0.7 0.4 -0.9 0.301
H -1.678 -3.888 -0.620 0.5 0.4 0.6 0.068
C -0.951 -3.118 -0.258 0.8 -2.8 -0.9 0.190
H 1.355 0.807 0.304 0.3 1.1 -0.5 0.189
H -1.603 1.838 3.582 0.8 -1.1 0.1 0.266
H -0.960 0.949 -0.388 -1.0 -0.5 -0.3 -0.770
O 2.361 3.691 1.990 -0.1 0.0 0.5 -0.643
H -1.982 2.675 2.296 0.5 -0.3 1.5 0.315
C -2.687 0.526 -1.682 0.5 0.0 1.0 -0.009
O -3.660 -2.117 -0.868 1.8 3.3 -1.9 -0.455
H 3.797 0.446 0.344 0.5 -0.4 0.1 0.304
H -0.553 1.126 -1.949 -0.5 0.0 -1.1 0.568
H -3.948 0.371 -3.218 -2.4 -0.1 -0.7 0.321
H 1.767 -2.512 -2.149 -1.0 -1.4 -0.5 0.304
H -3.313 -2.950 -0.899 0.5 -3.4 0.1 0.185
```
Forces are in eV/Å.

Calculated values
frontier orbital gap	0.3278	Eh
HOMO level	-8.891	eV
total charge	0
structure (SMILES)	C=C/C=C/CC=C.O.O.O.O.O.O.O.O.O.O

5.
Entry from the Open Molecules 2025 dataset: a 10-piece molecular cluster, C7H30O9 overall in a non-equilibrium geometry (ωB97M-V/def2-TZVPD).

```
46
Properties=species:S:1:pos:R:3:forces:R:3:mulliken_charge:R:1
H 0.518 2.025 -0.591 -0.8 -0.9 -0.1 0.000
H 1.525 -1.896 -3.920 0.0 0.0 0.0 0.296
H 0.193 -3.063 0.258 0.2 0.1 0.1 0.161
O -0.545 -3.559 3.575 -0.2 0.0 -0.5 -0.637
H 1.780 -3.400 -0.452 0.1 0.2 0.4 0.350
H -0.024 3.759 -0.595 0.2 -0.1 -0.2 0.341
C 1.107 -1.341 -0.642 0.0 0.0 0.6 -0.176
H -0.493 -2.813 2.967 0.1 0.2 0.2 0.329
H -2.160 0.564 0.846 -0.9 0.0 0.1 0.316
H -0.870 0.138 4.482 -0.1 0.0 0.2 0.371
H 0.411 -3.331 -1.414 -0.2 0.8 -0.3 0.330
H 3.376 -2.463 0.188 0.3 -0.2 -0.5 0.407
O 0.296 -1.347 5.094 -0.4 0.3 0.1 -0.659
H -1.253 -4.083 3.183 0.1 -0.2 0.3 0.307
C 1.103 1.516 0.168 0.8 1.1 1.0 -1.358
O -1.397 0.301 -4.059 0.4 -0.8 -0.4 -0.694
O -3.765 -0.455 -0.258 -0.2 -0.4 -0.7 -0.637
H -2.875 0.628 -3.083 -0.4 0.7 0.0 0.428
H 3.282 2.566 -0.821 0.1 0.0 -0.3 0.356
H 1.123 -0.905 4.901 0.3 -0.3 0.0 0.309
H -1.249 0.732 3.134 -0.1 0.3 0.0 0.335
H 0.386 -2.303 5.020 0.2 0.1 -0.1 0.330
H 1.405 -0.528 -3.241 0.1 -0.2 0.1 0.351
H 3.810 -1.101 1.101 0.1 0.4 -0.2 0.291
O 1.046 -1.063 -3.962 0.1 0.2 0.1 -0.689
H -1.661 -0.611 -4.246 -0.3 0.1 0.0 0.308
O 0.154 4.454 -1.243 -0.3 0.0 0.5 -0.605
C 3.530 -1.395 0.084 -0.7 0.0 0.5 -1.359
H -3.923 -0.001 -1.108 0.1 0.7 0.2 0.393
O -2.068 1.319 1.436 1.2 0.4 -0.2 -0.664
C 3.319 1.488 -0.894 0.1 -0.7 0.5 -1.153
C 0.871 -2.809 -0.564 -0.1 -1.2 -0.1 -1.353
H -0.444 0.174 -4.204 -0.1 0.4 0.2 0.342
H 4.234 0.992 -1.195 0.0 0.2 -0.3 0.253
H 4.326 -1.115 -0.601 0.2 -0.3 0.0 0.271
C 2.295 0.775 -0.428 -0.6 0.6 1.0 0.814
H -2.942 1.576 -1.939 -0.2 0.3 -0.1 0.313
H 1.389 2.379 0.797 0.8 -0.1 -0.5 0.740
O -1.217 0.945 4.077 0.2 -0.3 0.0 -0.630
C 2.241 -0.711 -0.306 0.4 0.0 -0.9 0.597
H 0.226 -0.721 -0.785 0.0 0.0 -0.3 0.426
H 0.628 0.984 0.991 -0.8 -0.6 -0.9 0.371
O -3.526 1.189 -2.608 0.5 -0.6 0.4 -0.718
H -2.872 1.528 1.907 -0.5 -0.4 -0.2 0.284
H -3.992 -1.344 -0.555 0.1 -0.3 0.6 0.292
H -0.320 5.185 -0.830 0.1 0.3 -0.3 0.318
```
Forces are in eV/Å.

Calculated values
frontier orbital gap	0.3311	Eh
HOMO level	-9.031	eV
total charge	0
structure (SMILES)	C=C(C)/C(C)=C/C.O.O.O.O.O.O.O.O.O

6.
Entry from the Open Molecules 2025 dataset: a 8-piece molecular cluster, C7H31NO7 overall in a non-equilibrium geometry (ωB97M-V/def2-TZVPD).

```
46
Properties=species:S:1:pos:R:3:forces:R:3:mulliken_charge:R:1
H -2.471 1.913 -1.768 0.0 0.2 -0.1 0.350
H 0.186 -2.146 -2.163 -0.1 0.0 0.0 0.308
H 1.683 0.577 -2.413 -0.1 -0.1 -0.1 0.471
H 1.733 -0.247 2.877 -0.3 0.0 0.5 0.385
H 0.622 2.066 0.337 0.0 -0.1 0.0 0.285
H -0.175 2.671 -2.559 0.0 -0.2 0.0 0.380
H -4.270 -1.454 2.001 -0.7 -0.2 -0.3 0.424
H -1.892 0.455 3.976 0.0 -0.1 0.0 0.303
H 2.795 0.826 -3.486 0.1 0.0 0.1 0.264
N -0.006 0.638 -2.075 -0.7 0.8 -0.5 0.273
C -0.757 0.326 -3.302 0.3 -0.1 0.2 -1.203
C -0.284 -0.347 -1.020 0.5 0.1 0.0 -0.721
O 1.100 -0.407 3.626 0.3 0.0 -0.4 -0.738
C -0.291 2.048 -1.664 0.4 -0.3 0.7 0.304
H -1.848 3.313 -0.870 -0.1 0.0 -0.1 0.449
H -3.506 -2.746 3.825 -0.2 -0.1 0.0 0.293
O 2.669 0.520 -2.583 -0.1 0.0 -0.3 -0.761
H 1.582 -1.392 -1.382 -0.5 -0.1 0.0 0.157
H -1.836 1.709 -0.160 0.1 -0.1 0.2 0.273
H 3.407 0.230 1.117 -0.1 -0.6 0.2 0.403
H 1.773 2.256 -0.984 0.1 0.1 -0.1 0.316
H 4.830 0.254 -0.668 0.0 0.1 0.3 0.319
H 1.467 -1.188 4.050 0.0 0.0 0.1 0.304
H 0.701 3.594 -0.516 0.1 -0.3 -0.1 0.467
H -0.499 1.024 -4.098 0.1 0.1 0.0 0.334
H 3.847 0.460 2.517 -0.1 -0.2 0.4 0.311
O -4.980 -1.078 1.429 0.2 0.4 -0.1 -0.681
H 0.906 -3.476 -0.201 0.0 -0.3 -0.1 0.435
O 4.092 0.807 -0.382 -0.1 -0.1 -0.4 -0.731
O 3.283 -0.151 2.030 0.2 0.7 -0.7 -0.730
C -1.693 2.255 -1.087 0.0 0.0 -0.2 -1.404
O -3.227 -2.322 3.010 0.8 0.2 0.4 -0.729
H -0.471 -0.666 -3.633 -0.1 -0.2 -0.1 0.346
O -1.641 -0.470 4.065 0.7 0.1 0.0 -0.697
C 0.351 -2.561 -0.040 0.1 0.1 -0.3 -1.241
H 0.007 0.113 -0.057 0.0 -0.4 -0.4 0.240
H -1.845 0.360 -3.172 0.0 -0.1 0.1 0.335
H 0.783 -2.110 0.859 -0.3 0.1 -0.1 0.176
H -5.635 -1.766 1.292 0.2 -0.1 0.1 0.280
H 3.510 0.781 -1.188 0.3 0.1 0.3 0.382
H -1.354 -0.564 -0.949 -0.1 -0.1 0.0 0.399
H -0.670 -0.495 3.878 -0.4 0.2 0.0 0.444
C 0.771 2.505 -0.652 -0.4 0.4 0.0 -1.439
H -0.703 -2.814 0.109 0.2 0.0 0.2 0.343
C 0.511 -1.640 -1.253 0.3 0.4 0.7 -0.146
H -2.553 -1.659 3.327 -0.5 -0.3 -0.2 0.468
```
Forces are in eV/Å.

Calculated values
frontier orbital gap	0.3618	Eh
HOMO level	-9.338	eV
total charge	0
structure (SMILES)	CCCN(C)C(C)C.O.O.O.O.O.O.O

For reference, energy above the lowest of the compared OMol25 structures with the same formula, charge and spin by record: 164.4 61.4 65.0 620.7 153.4 0.0 kJ/mol.
For reference, total energy by record: -26137.375 -26140.811 -33957.715 -28215.463 -26172.105 -23585.805 eV.